Version one
C4H6 as an isolated structure, computed with the ωB97M-V functional and the def2-TZVPD basis.

```
10
C4H6 | the Open Molecules 2025 dataset | the ωB97M-V functional and the def2-TZVPD basis
C 0.50278 0.23908 1.45432
C 0.89846 -0.19563 0.16147
C -0.08832 -0.58747 -0.77732
C -1.08025 0.33721 -1.03919
H 1.32500 0.39612 2.15261
H 0.67223 1.11367 0.63624
H -0.41653 -0.16917 1.88140
H -0.15465 -1.56438 -1.24687
H -1.97741 0.06646 -1.59768
H -1.01438 1.33914 -0.61295
```

Properties
HOMO: -7.685 eV
Kohn-Sham gap: 8.2942 eV
2S+1: 1
LUMO: 0.610 eV

Atomic partial charges in e from the Löwdin method, atoms 1 to 4:
1. C -0.0835
2. C -0.1553
3. C -0.2229
4. C -0.0267



Version two
One molecule with the formula C4H6, computed with the ωB97M-V functional and the def2-TZVPD basis.

```
10
C4H6 | the Open Molecules 2025 dataset | the ωB97M-V functional and the def2-TZVPD basis
C -2.02573 -0.08367 -0.09640
C -0.58073 -0.21468 -0.13759
C 0.58103 -0.00319 0.09085
C 2.02513 0.09564 0.09482
H -2.52208 -0.21763 -1.06072
H -2.19856 0.93617 0.25666
H -2.43701 -0.78805 0.62893
H 2.48488 0.25946 1.07308
H 2.33821 0.89829 -0.58216
H 2.33486 -0.88234 -0.26747
```

Properties
HOMO: -9.290 eV
SMILES: CC#CC
Kohn-Sham gap: 10.3143 eV
2S+1: 1
LUMO: 1.025 eV

Atomic partial charges in e from the Löwdin method, atoms 1 to 4:
1. C -0.1193
2. C -0.1081
3. C -0.1145
4. C -0.1158



So which one is most stable? That would be version two, about 0.1177 hartree below the next structure.



Version one
A 4-piece molecular cluster, C3H11NO4 overall, computed with the ωB97M-V functional and the def2-TZVPD basis.

```
19
C3H11NO4 | the Open Molecules 2025 dataset | the ωB97M-V functional and the def2-TZVPD basis
C 1.63099 -1.70183 1.22992
C -1.62551 -0.09899 1.10622
O -2.02309 1.19090 1.38490
C 1.30746 -1.43006 -0.12831
N 2.34143 -0.97187 -1.01982
O 0.23604 -1.60149 -0.69810
H 2.64037 -1.53633 1.55647
H 0.94326 -2.39635 1.71484
H -0.57392 -0.23163 1.49168
H -2.36494 -0.86972 1.57085
H -1.74324 -0.38187 0.04027
H 3.16116 -0.44072 -0.71608
H 1.83519 -0.33150 -1.64049
H 0.10758 0.93696 -1.14691
H 0.37986 2.37562 -1.35937
O 0.81905 1.51493 -1.46703
H -2.21959 1.59650 0.46794
H -2.82365 2.29330 -1.44689
O -2.02845 2.08415 -0.94008
```

Properties
HOMO: -8.552 eV
Kohn-Sham gap: 3.2104 eV
2S+1: 1
LUMO: -5.341 eV

Atomic partial charges in e from the Löwdin method, atoms 1 to 4:
1. C 0.3084
2. C -0.1926
3. O -0.0890
4. C -0.5618



Version two
A 3-piece molecular cluster, C3H11NO4 overall, computed with the ωB97M-V functional and the def2-TZVPD basis.

```
19
C3H11NO4 | the Open Molecules 2025 dataset | the ωB97M-V functional and the def2-TZVPD basis
C -1.93956 -0.18710 -1.58013
C -0.75981 0.74413 -2.26791
C 0.22907 1.14368 -1.24990
O 0.39202 2.51476 -1.24501
O 0.53934 0.46900 -0.29756
N -1.40617 -1.55934 -1.31519
H -2.71031 -0.40123 -2.38231
H -2.49075 0.26374 -0.84609
H -1.34591 1.52459 -2.82259
H -0.47481 0.05934 -3.04376
H 0.58120 2.87594 -0.38634
H -1.12627 -1.74105 -0.40044
H -0.71506 -1.97774 -2.00970
H 0.86963 -1.68948 5.27204
H 1.45280 -0.77777 4.30236
O 1.56880 -0.98241 5.16733
H 1.90319 -1.34954 1.40008
H 0.71851 -0.73651 0.90061
O 1.00019 -1.41875 1.35150
```

Properties
HOMO: -9.032 eV
SMILES: NCCC(=O)O.O.O
Kohn-Sham gap: 9.4846 eV
2S+1: 1
LUMO: 0.453 eV

Atomic partial charges in e from the Löwdin method, atoms 1 to 4:
1. C -0.1908
2. C -0.0718
3. C -0.4593
4. O 0.0966



So which one is most stable? That would be version two, about 0.2221 hartree below the next structure.



Version one
C3H11NO4 as an isolated structure, computed with the ωB97M-V functional and the def2-TZVPD basis.

```
19
C3H11NO4 | the Open Molecules 2025 dataset | the ωB97M-V functional and the def2-TZVPD basis
C -0.67454 -0.62909 -0.93540
N -0.08124 -1.51422 -1.82875
C -2.47656 1.93203 1.01152
O -2.51085 0.56833 1.22366
O -1.53385 2.64001 0.82846
C 0.44132 -0.12453 0.01743
H -1.24948 0.13419 -1.53118
H -1.40042 -1.00249 -0.19346
H -0.68940 -1.55871 -2.65571
H -3.48626 2.39472 1.12112
H 1.33783 0.05094 -0.58680
H 0.74057 -1.00080 0.59122
H 0.25021 0.83189 0.49654
H -2.23932 0.74848 0.26072
H 1.99586 -2.18817 -1.11159
O 2.91520 -2.19367 -0.86354
H 3.73491 0.10665 1.26376
H 3.09582 -1.41712 -0.26759
O 2.94618 -0.12467 0.76148
```

Properties
HOMO: -8.552 eV
Kohn-Sham gap: 3.7214 eV
2S+1: 1
LUMO: -4.831 eV

Atomic partial charges in e from the Löwdin method, atoms 1 to 4:
1. C -0.3170
2. N 0.2270
3. C -0.3968
4. O 0.0459



Version two
A 3-piece molecular cluster, C3H11NO4 overall, computed with the ωB97M-V functional and the def2-TZVPD basis.

```
19
C3H11NO4 | the Open Molecules 2025 dataset | the ωB97M-V functional and the def2-TZVPD basis
C 2.34632 0.78011 0.14061
N 1.02407 0.01833 -0.20477
C -0.04492 1.02101 -0.13329
C -1.41873 0.35818 -0.01375
O -1.79103 0.42199 1.25373
O -2.07402 -0.13088 -0.87116
H 2.73704 0.35380 1.10607
H 2.13952 1.80511 0.35284
H 2.96294 0.77244 -0.76932
H 1.15410 -0.56256 -0.96970
H -0.19455 1.73430 -0.99165
H 0.07719 1.83749 0.72246
H -2.43803 -0.08000 1.82635
H -0.36219 -0.36968 -2.37361
H 0.23412 -0.31235 -3.73445
O 0.31293 -0.73034 -2.95864
H 0.83672 -1.03035 1.93565
H 0.64652 -1.27481 3.50624
O 1.01989 -1.55545 2.68371
```

Properties
HOMO: -9.359 eV
SMILES: CNCC(=O)O.O.O
Kohn-Sham gap: 9.8094 eV
2S+1: 1
LUMO: 0.450 eV

Atomic partial charges in e from the Löwdin method, atoms 1 to 4:
1. C -0.0577
2. N -0.0689
3. C -0.1834
4. C -0.5571



So which one is most stable? That would be version two, about 0.2953 hartree below the next structure.